No. 1
The following is a quantum chemistry calculation of C5H10O2 in the gas phase, from OMol25.

Bonds (Å) are listed after each position.
Cartesian coordinates (Å):
1 C -1.74892 -0.67361 1.20294  O7 1.426, H8 1.092, H9 1.092, H10 1.096
2 C -0.13867 -0.48760 -1.08479  C3 1.477, C6 1.507
3 C 1.21103 0.09791 -1.21723  C2 1.477, C4 1.561, H11 1.102, H12 1.098
4 C 1.94614 -0.10607 0.14474  C3 1.561, O5 1.399, H13 1.093, H14 1.100
5 O 1.56204 0.82307 1.11784  C4 1.399, H15 0.972
6 C -1.20762 0.54116 -0.81869  C2 1.507, O7 1.435, H16 1.098, H17 1.100
7 O -1.16999 0.48918 0.61440  C1 1.426, C6 1.435
8 H -1.06208 -1.52235 1.17701  C1 1.092
9 H -1.97958 -0.40542 2.23557  C1 1.092
10 H -2.66959 -0.94988 0.67732  C1 1.096
11 H 1.28099 1.16652 -1.47904  C3 1.102
12 H 1.76773 -0.50350 -1.94802  C3 1.098
13 H 3.01554 0.04631 -0.02160  C4 1.093
14 H 1.79658 -1.14664 0.46893  C4 1.100
15 H 0.59450 0.78290 1.20291  O5 0.972
16 H -2.20310 0.26046 -1.18804  C6 1.098
17 H -0.99501 1.58755 -1.08425  C6 1.100

Summary:
- Net charge: 0
- Kohn-Sham gap: 8.17 eV

Need the natural (NBO) charges? In units of e they are: -0.2538, 0.1730, -0.6215, -0.0283, -0.7271, -0.2102, -0.5373, 0.1956, 0.1943, 0.1795, 0.1893, 0.2536, 0.1884, 0.1692, 0.4860, 0.1804, 0.1690

=====

No. 2
The following is a quantum chemistry calculation of 2 unconnected molecules or ions with the total composition C5H10O2, from OMol25.

Bonds (Å) are listed after each position.
Cartesian coordinates (Å):
1 C 2.11206 1.46488 0.64655  C2 1.366, H7 1.062, H8 1.010
2 C 1.35070 1.05187 -0.40925  C1 1.366, C3 1.447, H9 1.032
3 C -0.07308 0.79984 -0.36788  C2 1.447, C4 1.379, H10 1.149
4 C -0.96128 1.30445 0.55848  C3 1.379, O5 1.434, C6 1.557
5 O -0.49305 2.02564 1.70608  C4 1.434, H11 1.024
6 C -2.42532 0.82221 0.34195  C4 1.557, H12 1.047, H13 1.136, H14 1.083
7 H 3.16946 1.44032 0.74642  C1 1.062
8 H 1.66351 1.91720 1.43069  C1 1.010
9 H 1.91835 0.80462 -1.23450  C2 1.032
10 H -0.55485 0.00848 -1.04712  C3 1.149
11 H -1.20303 2.65915 2.08447  O5 1.024
12 H -2.92740 0.63086 1.24072  C6 1.047
13 H -2.21940 -0.15475 -0.19998  C6 1.136
14 H -2.89344 1.42533 -0.42554  C6 1.083
15 H 1.27276 -5.44111 -0.90040  O17 1.030
16 H 0.81210 -5.04943 -2.29216  O17 1.008
17 O 1.45190 -5.70957 -1.87852  H15 1.030, H16 1.008

Summary:
- 2S+1: 2
- Net charge: +1
- Kohn-Sham gap (alpha / beta): 8.59 / 5.76 eV

Need the natural (NBO) charges? In units of e they are: -0.0870, -0.1713, -0.1984, 0.5231, -0.6381, -0.6758, 0.2271, 0.2011, 0.2380, 0.2629, 0.5343, 0.2589, 0.2489, 0.2763, 0.4603, 0.4587, -0.9190

=====

No. 3
The following is a quantum chemistry calculation of 2 unconnected molecules or ions with the total composition C5H10O2S, from OMol25.

Bonds (Å) are listed after each position.
Cartesian coordinates (Å):
1 C 2.04213 -1.44153 -0.09229  S8 1.759, H9 1.105
2 C -1.35156 1.84487 -0.99904  C4 1.516, H10 1.096, H11 1.052, H12 1.045
3 C -1.31314 -1.37011 0.69169  C5 1.464, H13 1.183, H14 1.115, H15 1.094
4 C -0.68307 0.95049 0.02590  C2 1.516, C5 1.520, H16 1.046, H17 1.123
5 C -0.70250 -0.52527 -0.33641  C3 1.464, C4 1.520, H18 1.079
6 O 4.30717 -0.77059 1.17691  S8 1.475
7 O 3.42043 0.83499 -0.60666  S8 1.429
8 S 3.22527 -0.21467 0.34255  C1 1.759, O6 1.475, O7 1.429
9 H 1.65211 -1.82994 0.86599  C1 1.105
10 H -1.49900 2.84983 -0.58637  C2 1.096
11 H -0.79508 1.79536 -1.89089  C2 1.052
12 H -2.20830 1.40299 -1.40226  C2 1.045
13 H -2.48523 -1.21515 0.65423  C3 1.183
14 H -1.11938 -1.16519 1.77088  C3 1.115
15 H -1.08418 -2.42808 0.53091  C3 1.094
16 H 0.34465 1.09684 0.15786  C4 1.046
17 H -1.13528 1.07207 1.04612  C4 1.123
18 H -0.61503 -0.88689 -1.34910  C5 1.079

Summary:
- Net charge: 0
- Kohn-Sham gap (alpha / beta): 7.99 / 6.21 eV

Need the natural (NBO) charges? In units of e they are: -0.5650, -0.6082, -0.7045, -0.4757, 0.0182, -0.8349, -0.8391, 1.8833, 0.1641, 0.2204, 0.2127, 0.2069, 0.2322, 0.2286, 0.2256, 0.2317, 0.1984, 0.2054

=====

no.,molecular weight (g/mol),largest force on an atom (eV Å⁻¹)
1,102.1,0.42
2,102.1,4.02
3,134.2,3.69